Formula: C9H9O4S
Source: OMol25
Level of theory: wB97M-V/def2-TZVPD

The geometry in XYZ format:
```
23
C9H9O4S (wB97M-V/def2-TZVPD)
C -1.417 -3.002 0.333
C -0.885 -1.860 0.712
C 0.350 -1.094 0.184
O 0.970 -1.827 -0.846
C -0.039 0.423 -0.244
C -1.036 1.207 0.326
C -1.235 2.500 -0.127
C -0.570 3.073 -1.228
C 0.434 2.217 -1.759
C 0.611 0.972 -1.317
S 1.589 -0.951 1.427
O 1.023 -0.548 2.698
O 2.069 -2.314 1.420
O 2.569 0.045 0.981
H -2.210 -3.389 0.874
H -1.091 -3.598 -0.502
H -1.335 -1.175 1.358
H 1.868 -2.088 -0.487
H -1.433 0.962 1.310
H -1.977 3.178 0.480
H -0.768 4.126 -1.391
H 1.065 2.766 -2.501
H 1.449 0.375 -1.702
```

The calculation puts the total energy at -1047.517613 Ha. The LUMO energy is 3.4373 eV. The SMILES is C=C[C@@](O)(c1ccccc1)S(=O)(=O)[O-]. For the HOMO energy, the calculation gives -5.33 eV. Its energy above the lowest of the compared OMol25 structures with the same formula, charge and spin is 76.1 kJ/mol. The value obtained for the orbital gap is 8.8 eV. Its net charge is -1.

Formula: C38H26Br2LiN9O3
Source: OMol25
Level of theory: wB97M-V/def2-TZVPD

The geometry in XYZ format:
```
79
C38H26Br2LiN9O3 (wB97M-V/def2-TZVPD)
Li 1.319 0.278 0.247
Br -7.053 -4.196 1.446
C -5.893 -3.281 2.643
C -5.475 -1.993 2.352
C -4.635 -1.325 3.235
C -4.222 -1.919 4.435
C -4.661 -3.218 4.691
C -5.483 -3.904 3.805
N -3.569 -1.247 5.507
N -2.788 -0.256 5.388
C -1.929 0.027 4.345
C -1.670 1.409 4.212
C -0.987 1.961 3.166
C -0.416 1.143 2.139
O 0.190 1.589 1.163
C -0.522 -0.331 2.353
N 0.171 -1.077 1.465
C 0.191 -2.384 1.598
C -0.402 -3.019 2.697
C -1.092 -2.270 3.614
C -1.237 -0.875 3.430
H -5.792 -1.514 1.434
H -4.312 -0.321 2.999
H -4.336 -3.690 5.613
H -5.808 -4.913 4.023
H -2.124 2.054 4.959
H -0.868 3.035 3.076
H 0.724 -2.935 0.826
H -0.299 -4.090 2.823
H -1.500 -2.738 4.494
N 2.489 0.319 3.823
C 3.531 0.444 2.935
N 4.744 0.471 3.529
C 5.758 0.518 2.651
N 7.029 0.571 3.223
N 5.689 0.553 1.349
C 4.403 0.570 0.828
N 3.273 0.487 1.636
C 4.248 0.690 -0.574
C 5.386 0.615 -1.444
C 5.221 0.730 -2.794
C 3.926 0.942 -3.323
C 2.874 1.009 -2.424
N 2.980 0.890 -1.098
H 2.698 0.528 4.781
H 1.574 0.530 3.487
H 7.069 0.186 4.151
H 7.758 0.281 2.596
H 6.359 0.459 -1.000
H 6.077 0.653 -3.458
H 3.749 1.040 -4.387
H 1.869 1.184 -2.805
C -0.524 1.261 -2.166
C -0.697 2.226 -2.853
C -0.861 3.452 -3.598
C -2.053 4.182 -3.527
C -2.195 5.383 -4.214
C -1.152 5.877 -4.988
C 0.031 5.153 -5.077
C 0.176 3.953 -4.394
H -2.859 3.800 -2.910
H -3.126 5.935 -4.145
H -1.255 6.824 -5.505
H 0.851 5.533 -5.677
H 1.105 3.395 -4.446
Br -2.371 -4.075 -6.630
C -1.604 -3.125 -5.159
C -2.085 -1.853 -4.827
C -1.523 -1.149 -3.784
C -0.425 -1.687 -3.032
C 0.024 -3.003 -3.395
C -0.555 -3.701 -4.431
C 0.229 -1.066 -1.952
O -0.337 0.216 -1.423
O 1.181 -1.468 -1.285
H -2.902 -1.423 -5.393
H -1.920 -0.172 -3.546
H 0.832 -3.440 -2.820
H -0.207 -4.697 -4.684
```

The calculation puts the total energy at -7337.844554 Ha. The LUMO energy (alpha / beta) is 3.6991 / 3.7002 eV. For the HOMO energy (alpha / beta), the calculation gives -0.13 / -0.51 eV. Its energy above the lowest of the compared OMol25 structures with the same formula, charge and spin is 80.3 kJ/mol. The value obtained for the orbital gap (alpha / beta) is 3.8 / 4.2 eV. Its net charge is -2.

Formula: C15H9N6O8
Source: OMol25
Level of theory: wB97M-V/def2-TZVPD

The geometry in XYZ format:
```
38
C15H9N6O8 (wB97M-V/def2-TZVPD)
C -1.672 -2.061 -1.396
C -0.968 -0.728 -1.073
C -1.731 0.416 -1.628
N -2.297 1.279 -2.228
C 0.444 -0.701 -1.500
C 1.104 0.544 -1.645
C 2.471 0.617 -1.869
C 3.256 -0.558 -1.861
N 4.686 -0.499 -1.931
O 5.352 -1.564 -1.995
O 5.230 0.632 -1.998
C 2.604 -1.810 -1.866
C 1.238 -1.872 -1.642
C -1.222 -0.254 0.583
C -2.333 0.645 1.005
N -3.634 0.320 0.497
O -3.841 -0.755 -0.112
O -4.544 1.156 0.708
C -2.205 1.768 1.857
C -1.055 2.088 2.587
N -0.975 3.261 3.464
O -2.007 3.977 3.463
O 0.033 3.534 4.143
C -0.013 1.137 2.392
N 1.043 1.000 3.234
O 1.542 -0.292 2.941
N 0.892 -0.848 1.848
O 1.262 -1.923 1.380
C -0.092 0.084 1.425
H -1.078 -2.895 -0.943
H -2.681 -1.941 -0.915
H -1.813 -2.311 -2.508
H 0.545 1.476 -1.594
H 2.985 1.566 -1.965
H 3.202 -2.717 -1.949
H 0.789 -2.860 -1.562
H -1.549 -1.427 0.737
H -2.969 2.516 1.915
```

The calculation puts the total energy at -1507.060924 Ha. The LUMO energy is 0.9273 eV. The SMILES is C[C@](C#N)(c1ccc([N+](=O)[O-])cc1)[C@@H]1C([N+](=O)[O-])=CC(=[N+]([O-])[O-])c2no[n+]([O-])c21. For the HOMO energy, the calculation gives -5.19 eV. The value obtained for the orbital gap is 6.1 eV. Its net charge is -1.

Formula: C2H25O11
Source: OMol25
Level of theory: wB97M-V/def2-TZVPD

The geometry in XYZ format:
```
38
C2H25O11 (wB97M-V/def2-TZVPD)
C 0.323 1.560 -0.043
C 0.395 0.366 -0.998
O -0.047 -0.853 -0.461
H 0.610 2.436 -0.624
H 1.011 1.594 0.801
H -0.731 1.708 0.195
H 1.349 0.195 -1.496
H -0.273 0.594 -1.829
O -2.726 -1.861 -1.733
H -2.565 -2.794 -1.875
H -1.890 -1.520 -1.413
O 3.844 0.537 -3.292
H 4.630 0.163 -3.691
H 3.574 -0.112 -2.642
O -2.260 2.378 -2.221
H -1.513 1.855 -2.511
H -2.753 1.794 -1.645
O 1.394 -0.943 2.036
H 2.182 -0.448 1.809
H 0.822 -0.845 1.275
O 2.347 -2.677 0.000
H 2.570 -2.552 0.923
H 1.650 -2.043 -0.166
O -1.543 2.148 2.971
H -0.739 2.010 3.473
H -1.449 3.027 2.605
O -1.897 -0.311 1.829
H -1.479 -0.216 0.973
H -1.814 0.552 2.234
O -0.142 -3.776 -1.497
H -0.138 -2.856 -1.233
H -0.096 -4.262 -0.674
O -1.121 -3.006 1.134
H -1.086 -2.221 0.588
H -1.010 -2.682 2.028
O -0.158 4.408 1.894
H 0.027 4.289 0.962
H 0.700 4.365 2.316
```

The calculation puts the total energy at -918.889278 Ha. The LUMO energy is 2.3700 eV. For the HOMO energy, the calculation gives -5.31 eV. Its energy above the lowest of the compared OMol25 structures with the same formula, charge and spin is 13.2 kJ/mol. The value obtained for the orbital gap is 7.7 eV. Its net charge is -1.

Formula: C38H67FN3O11P2
Source: OMol25
Level of theory: wB97M-V/def2-TZVPD

The geometry in XYZ format:
```
122
C38H67FN3O11P2 (wB97M-V/def2-TZVPD)
C -3.753 -0.726 -0.835
C -2.763 -1.226 -0.358
C -1.442 -1.682 0.186
N -0.642 -0.622 0.818
C -0.631 -0.560 2.215
F -1.282 -1.372 3.017
C 0.221 0.477 2.496
C 0.589 0.898 3.922
C 2.027 0.495 4.367
C 2.187 -1.058 4.400
N 3.567 -1.439 4.707
C 4.428 -1.317 3.491
C 5.428 -0.165 3.629
C 6.232 -0.126 4.809
C 7.167 0.912 4.962
C 7.323 1.944 4.002
C 6.532 1.923 2.838
C 5.626 0.855 2.688
O 4.867 0.834 1.504
N 0.696 1.029 1.315
C 1.658 2.126 1.059
C 1.632 3.283 2.091
C 2.343 4.593 1.612
C 3.511 4.375 0.599
C 4.732 5.354 0.843
C 0.145 0.326 0.286
C 0.393 0.520 -1.216
C -0.918 0.822 -2.058
C -1.118 -0.335 -3.081
C 0.052 -0.453 -4.112
O -0.457 -0.698 -5.435
C -0.916 0.531 -5.916
O -2.094 0.713 -5.984
H -4.666 -0.240 -1.156
H -1.662 -2.460 0.944
H -0.868 -2.197 -0.609
H 0.467 1.988 4.040
H -0.147 0.406 4.593
H 2.835 1.000 3.801
H 2.134 0.835 5.420
H 1.557 -1.426 5.239
H 1.771 -1.503 3.465
H 3.542 -2.430 4.935
H 3.721 -1.190 2.633
H 4.931 -2.289 3.303
H 6.109 -0.902 5.573
H 7.779 0.890 5.875
H 8.055 2.755 4.116
H 6.611 2.697 2.061
H 4.035 0.420 1.773
H 1.364 2.569 0.084
H 2.661 1.693 0.890
H 0.606 3.468 2.476
H 2.201 2.928 2.981
H 1.572 5.293 1.226
H 2.792 5.046 2.521
H 3.134 4.629 -0.416
H 3.937 3.357 0.595
H 4.659 5.890 1.806
H 4.897 6.048 0.001
H 5.654 4.735 0.910
H 1.098 1.343 -1.423
H 0.907 -0.409 -1.550
H -0.795 1.807 -2.557
H -1.771 0.950 -1.366
H -2.113 -0.231 -3.547
H -1.138 -1.276 -2.496
H 0.688 -1.329 -3.862
H 0.747 0.421 -4.072
H -0.168 1.286 -6.247
O -6.118 5.154 0.814
P -6.833 3.956 1.363
O -6.141 2.757 0.472
C -4.816 2.352 0.785
C -4.768 1.520 2.056
O -8.244 4.106 0.528
C -8.665 5.377 0.029
C -8.279 5.540 -1.428
O -7.595 2.821 2.326
C -8.135 3.284 3.584
C -9.332 4.198 3.401
H -4.165 3.229 0.866
H -4.461 1.753 -0.054
H -5.023 2.123 2.930
H -3.766 1.109 2.210
H -5.484 0.699 2.009
H -8.268 6.189 0.640
H -9.753 5.417 0.123
H -7.227 5.308 -1.596
H -8.471 6.559 -1.769
H -8.855 4.852 -2.050
H -7.349 3.786 4.154
H -8.434 2.397 4.142
H -9.031 5.160 2.978
H -9.815 4.393 4.360
H -10.059 3.756 2.720
O 2.600 -4.474 -4.718
P 2.059 -5.852 -4.478
O 0.749 -5.506 -3.550
C -0.407 -4.956 -4.178
C -1.173 -6.000 -4.971
O 3.099 -6.314 -3.282
C 4.386 -5.709 -3.164
C 4.365 -4.597 -2.133
O 1.580 -7.448 -4.592
C 2.199 -8.248 -5.625
C 3.666 -8.521 -5.349
H -0.118 -4.114 -4.816
H -1.046 -4.566 -3.383
H -0.595 -6.337 -5.835
H -2.116 -5.591 -5.335
H -1.379 -6.877 -4.358
H 4.740 -5.350 -4.130
H 5.082 -6.488 -2.843
H 3.544 -3.900 -2.307
H 5.305 -4.041 -2.143
H 4.218 -5.012 -1.133
H 2.073 -7.754 -6.592
H 1.652 -9.190 -5.661
H 4.261 -7.611 -5.457
H 4.056 -9.259 -6.051
H 3.809 -8.886 -4.333
```

The calculation puts the total energy at -3262.290048 Ha. The LUMO energy is -2.3685 eV. For the HOMO energy, the calculation gives -10.79 eV. The value obtained for the orbital gap is 8.4 eV. Its net charge is +1.

Formula: C25H30FN4O3Zr
Source: OMol25
Level of theory: wB97M-V/def2-TZVPD

The geometry in XYZ format:
```
64
C25H30FN4O3Zr (wB97M-V/def2-TZVPD)
Zr -0.015 0.115 0.605
C 2.849 0.305 0.413
N 1.727 1.131 -0.119
C 1.923 1.310 -1.579
C 1.633 2.456 0.565
C -1.031 2.553 -0.020
C -1.882 3.521 -0.726
C -3.109 3.175 -1.173
C -3.764 1.966 -0.790
C -3.158 1.094 0.047
C -1.760 1.277 0.390
H 3.819 0.772 0.185
H 2.835 -0.687 -0.074
H 2.772 0.201 1.508
H 2.942 1.665 -1.787
H 1.217 2.047 -1.975
H 1.782 0.359 -2.113
H 2.197 3.191 -0.021
H 2.124 2.374 1.547
H -1.533 4.529 -0.859
H -3.676 3.892 -1.750
H -4.789 1.818 -1.097
H -3.700 0.285 0.532
C 1.420 6.105 4.632
C -0.034 5.970 4.188
N -0.140 5.099 3.022
C -0.341 3.790 3.248
C -0.195 2.798 2.336
C -0.402 1.392 2.732
O -1.358 0.925 3.297
O 0.587 0.556 2.288
C 0.185 3.070 0.881
O -0.792 1.342 -0.790
C 0.338 4.580 0.709
C 0.685 5.060 -0.549
C 0.807 6.402 -0.819
F 1.118 6.711 -2.095
C 0.612 7.386 0.168
C 0.336 6.881 1.444
C 0.180 5.523 1.737
N 0.737 8.741 -0.066
C -0.009 9.728 0.687
C 0.887 10.937 0.994
N 1.769 11.230 -0.176
C 1.153 10.751 -1.435
C 1.070 9.225 -1.404
H 1.478 6.761 5.496
H 2.042 6.518 3.842
H 1.823 5.135 4.914
H -0.473 6.944 3.976
H -0.617 5.522 4.992
H -0.606 3.519 4.260
H 0.820 4.384 -1.378
H 0.239 7.584 2.250
H -0.378 9.323 1.625
H -0.888 10.047 0.114
H 1.514 10.748 1.866
H 0.258 11.804 1.206
H 2.672 10.755 -0.060
H 1.962 12.238 -0.229
H 1.756 11.057 -2.292
H 0.170 11.210 -1.537
H 2.035 8.801 -1.692
H 0.328 8.911 -2.148
```

The calculation puts the total energy at -1561.259938 Ha. The LUMO energy is -10.1107 eV. For the HOMO energy, the calculation gives -15.60 eV. Its energy above the lowest of the compared OMol25 structures with the same formula, charge and spin is 583.8 kJ/mol. The value obtained for the orbital gap is 5.5 eV. Its net charge is +3.